[1]
Below is a molecular structure, C62H47AuBrN2O3P2S, with properties calculated with ωB97M-V/def2-TZVPD.

```
! RIJCOSX wB97M-V def2-TZVPD def2/J DEFGRID3
* xyz 3 3
Au 1.31 -0.02 -0.40
Br 4.22 -5.63 -4.31
S -1.21 0.81 0.77
P 0.81 2.26 -1.00
P 1.22 -0.28 2.06
O -0.36 2.02 1.00
O 0.44 -1.78 -1.68
O 3.05 -1.22 -1.68
N -1.55 -3.30 -2.22
N -1.31 -5.22 -3.22
C 3.51 -3.26 -2.89
C 1.55 4.30 0.79
C 1.30 1.78 3.94
C -0.79 3.06 -1.40
C -4.69 1.32 -1.31
C -2.06 2.47 -1.21
C 3.00 -4.41 -3.50
C -4.18 0.53 3.58
C -0.69 4.23 -2.16
C -5.09 -4.29 -1.90
C -1.86 -1.63 5.28
C 4.26 3.87 0.28
C 1.16 0.99 -4.83
C 2.39 -1.67 2.14
C -3.41 0.98 2.50
C -4.33 4.45 -3.39
C 4.04 -3.90 2.12
C -2.80 -3.87 -2.24
C -2.99 -1.87 6.23
C -4.02 -3.44 -1.74
C -3.63 -0.39 4.44
C -2.29 -0.77 4.26
C -3.12 3.02 -1.96
C 3.51 -1.71 2.96
C 3.31 3.12 -0.38
C 3.95 2.39 3.37
C 2.51 5.03 1.46
C -5.25 3.30 -2.93
C -3.68 0.79 -0.49
C -1.47 -0.34 3.19
C 1.65 -4.69 -3.50
C 3.29 1.43 2.62
C 3.29 3.04 4.40
C -3.75 -5.96 -3.04
C -4.96 -5.52 -2.54
C 2.65 -2.37 -2.29
C 4.33 -2.83 2.95
C 0.87 1.12 -3.48
C 2.09 -2.76 1.31
C -2.65 -5.12 -2.89
C 2.91 -3.87 1.31
C 1.40 2.17 -2.74
C 4.42 -0.94 -1.48
C -0.55 -2.06 5.27
C 1.23 -2.61 -2.26
C 2.51 2.97 -4.71
C 1.96 2.75 4.67
C 0.75 -3.81 -2.88
C -0.13 -0.81 3.19
C 3.86 4.82 1.21
C 2.22 3.11 -3.37
C 0.28 -1.64 4.23
C -2.43 1.38 -0.39
C 1.98 1.92 -5.44
C 1.95 3.34 -0.14
C -4.41 2.47 -2.02
C -1.79 4.81 -2.81
C -2.13 0.53 2.28
C -3.01 4.17 -2.75
C -4.19 -1.12 5.61
C -0.66 -4.11 -2.81
C 1.98 1.09 2.93
H -0.90 -6.00 -3.71
H 3.14 3.70 -5.20
H -0.15 -2.69 6.05
H 4.98 2.62 3.16
H 1.30 -5.58 -3.99
H 0.50 4.45 0.97
H -5.62 2.71 -3.77
H 2.22 1.82 -6.49
H -4.23 4.48 -4.48
H 2.64 3.94 -2.81
H 5.31 3.73 0.08
H 4.45 -0.01 -0.91
H -4.68 -0.45 6.32
H -2.75 -1.47 7.22
H 0.28 4.69 -2.27
H -3.18 -2.93 6.37
H -5.83 -6.15 -2.64
H 2.21 5.77 2.19
H -5.65 0.84 -1.35
H 3.62 2.36 -1.09
H -3.68 -6.92 -3.53
H 0.23 0.40 -2.99
H 2.67 -4.72 0.68
H 4.68 -4.77 2.12
H 5.20 -2.86 3.59
H -3.84 1.70 1.82
H -4.96 -1.83 5.27
H 3.80 0.92 1.81
H 4.60 5.40 1.75
H 1.45 3.26 5.47
H -5.19 0.90 3.71
H 1.21 -2.72 0.68
H 4.90 -1.73 -0.90
H -6.14 3.68 -2.41
H 0.74 0.17 -5.39
H 4.95 -0.81 -2.43
H 0.27 1.54 4.16
H -4.10 -2.49 -1.25
H -3.89 -0.08 0.11
H 1.31 -1.97 4.25
H -6.06 -4.00 -1.53
H -4.71 5.42 -3.09
H -1.64 5.72 -3.37
H -1.25 -2.41 -1.82
H 3.73 -0.89 3.62
H 3.81 3.77 5.00
H 4.57 -3.08 -2.92
*
```

Output
E_tot: -6515.81179 hartree
Highest occupied orbital energy (spin up / spin down): -14.06 / -14.03 eV
Gap between HOMO and LUMO (spin up / spin down): 6.26 / 3.56 eV
<S²>: 2.035

***

[2]
Below is a molecular structure, C62H47AuN2P3S3Si, with properties calculated with ωB97M-V/def2-TZVPD.

```
! RIJCOSX wB97M-V def2-TZVPD def2/J DEFGRID3
* xyz 1 1
Au 0.42 0.35 -0.36
S 0.93 -2.58 -0.01
S 1.57 -5.42 0.75
S 0.78 -8.27 0.90
P 2.84 0.05 -0.07
P 0.14 2.96 0.21
P -1.94 -0.32 -0.16
Si 0.16 0.14 1.99
N -0.57 -6.18 -0.29
N -0.56 -4.79 -0.49
C 0.52 -4.27 0.00
C -3.17 3.95 -2.05
C 2.09 6.58 0.02
C -0.81 2.86 1.77
C -3.92 1.11 1.16
C 4.21 -2.44 -0.35
C -2.62 4.04 -3.32
C -1.50 3.97 2.27
C -1.95 -1.49 1.22
C -1.74 -6.83 -0.77
C -1.50 -2.04 -4.36
C -1.49 -0.67 -4.15
C -2.87 -8.71 -1.73
C -1.25 3.83 -3.50
C 4.02 2.64 -0.21
C 6.45 -2.60 -1.22
C -1.67 -0.18 -2.86
C -4.09 -6.72 -1.26
C 1.91 0.23 2.57
C 3.36 0.52 4.49
C -0.96 -1.32 2.21
C 4.39 3.79 -0.91
C 3.00 1.76 -2.20
C 2.87 6.54 1.16
C -4.38 0.61 -1.16
C -0.88 -2.23 3.26
C -1.87 -2.44 -2.02
C -1.00 3.45 -1.12
C 3.04 0.24 1.74
C 1.24 5.52 -0.29
C 4.21 -1.06 -0.58
C -4.07 -8.02 -1.74
C 0.48 -6.73 0.38
C -2.15 3.90 3.48
C -2.36 3.66 -0.95
C -0.45 3.53 -2.41
C -1.43 1.62 3.74
C 5.33 -3.20 -0.67
C 1.97 4.38 1.69
C 4.47 0.50 3.66
C -5.98 1.85 0.16
C 2.80 5.44 2.01
C 3.36 2.91 -2.90
C -2.11 2.72 4.23
C 4.31 0.36 2.29
C -1.68 -2.92 -3.30
C 4.06 3.92 -2.25
C 3.33 1.62 -0.85
C 1.18 4.42 0.54
C -2.94 -6.12 -0.78
C -5.61 1.26 -1.04
C -2.87 -2.53 1.32
C 5.35 -0.47 -1.13
C -0.76 1.68 2.51
C 2.09 0.39 3.95
C 6.46 -1.23 -1.45
C -5.14 1.77 1.26
C -2.76 -3.44 2.36
C -1.77 -3.29 3.33
C -3.54 0.54 -0.05
C -1.70 -8.13 -1.26
C -1.88 -1.07 -1.80
H 3.12 3.00 -3.95
H 4.92 4.58 -0.40
H -1.51 4.89 1.70
H 0.61 3.35 -2.55
H -3.24 4.27 -4.17
H -5.43 2.21 2.20
H 5.31 -4.26 -0.49
H 3.34 -2.91 0.08
H -6.93 2.35 0.24
H -1.66 0.90 -2.69
H -4.23 4.12 -1.90
H 1.23 0.41 4.62
H -0.78 -8.68 -1.27
H -1.68 -4.02 4.13
H -1.34 0.02 -4.97
H 3.52 7.37 1.40
H 2.13 7.45 -0.63
H 5.19 0.32 1.65
H -0.10 -2.13 4.01
H 4.29 2.55 0.83
H 3.40 5.41 2.91
H -4.11 0.16 -2.10
H 1.92 3.52 2.36
H -2.83 -9.73 -2.11
H 5.46 0.60 4.08
H -1.43 0.70 4.32
H 2.48 0.96 -2.73
H -2.81 3.60 0.03
H 7.33 -0.76 -1.88
H -3.44 -4.28 2.42
H 7.32 -3.20 -1.48
H -3.65 -2.65 0.58
H 4.34 4.81 -2.79
H -2.69 4.76 3.86
H -0.82 3.89 -4.48
H -5.02 -6.16 -1.25
H -3.28 1.03 2.03
H -1.96 -3.14 -1.20
H -1.35 -2.43 -5.36
H -2.62 2.66 5.18
H 0.63 5.58 -1.18
H -6.27 1.30 -1.90
H 3.48 0.63 5.56
H -2.96 -5.11 -0.40
H -1.66 -3.99 -3.46
H -4.97 -8.48 -2.11
H 5.38 0.60 -1.33
*
```

Output
E_tot: -5144.00460 hartree
Highest occupied orbital energy: -8.86 eV
Gap between HOMO and LUMO: 5.15 eV

***

[3]
Below is 11 unconnected molecules or ions with the total composition C62H54Br2N10O20, with properties calculated with ωB97M-V/def2-TZVPD.

```
! RIJCOSX wB97M-V def2-TZVPD def2/J DEFGRID3
* xyz 0 1
Br 2.36 1.38 -0.89
Br -1.51 -1.03 -0.08
O -5.22 0.07 5.82
O 1.03 -3.50 -0.99
O -4.21 -2.44 -4.88
O 10.27 -0.08 -1.01
O 9.67 0.30 -3.05
O 2.56 -0.09 6.37
O -1.39 -4.15 4.22
O -5.48 -4.15 -5.21
O 0.00 2.76 3.31
O -2.60 -5.87 4.65
O 3.66 1.41 7.42
O -3.43 2.93 -1.69
O -2.52 5.46 -6.24
O -4.19 -1.06 7.33
O 1.69 0.35 -4.09
O -0.82 4.27 -6.80
O -0.04 -4.08 0.77
O 0.18 3.57 1.34
O -4.46 4.32 -2.94
O 0.71 -1.55 -4.11
N -4.24 -0.51 6.26
N 3.16 0.96 6.41
N -1.52 4.83 -5.98
N -2.38 -4.84 4.04
N 1.70 -0.86 -4.01
N -4.62 -3.55 -4.59
N -0.49 3.26 2.32
N 0.88 -3.53 0.22
N -3.87 3.26 -2.78
N 9.48 0.29 -1.86
C -0.74 -0.43 3.89
C 3.82 -1.57 2.57
C 0.67 0.41 -1.06
C -1.78 5.47 -3.60
C 3.35 1.69 5.16
C -3.05 0.15 4.19
C 5.82 1.78 -0.30
C -5.37 -3.46 1.37
C -2.83 1.30 -3.83
C 3.08 -2.90 -3.89
C -0.35 4.60 -1.91
C -5.57 -4.64 2.08
C -4.11 3.34 3.29
C 5.20 -1.43 -2.76
C 3.86 2.94 2.76
C 4.15 2.82 5.14
C 0.27 3.82 -2.84
C -1.93 3.40 2.23
C -4.08 -4.19 -3.39
C -4.18 2.84 -5.16
C -4.62 -5.38 -2.94
C -3.17 0.91 -6.18
C -3.14 -3.52 -2.62
C -4.18 -2.76 1.53
C 3.08 1.79 2.79
C -3.42 -4.39 3.12
C 2.96 -1.53 -3.73
C 4.02 -1.77 1.22
C 7.69 0.28 -0.16
C 6.31 2.23 -1.53
C -1.12 4.76 -4.58
C -3.90 4.02 0.97
C -4.67 3.82 2.10
C 4.02 -0.83 -3.15
C -2.77 -4.02 -1.38
C -3.63 2.43 -3.93
C 5.30 -2.81 -2.92
C 4.44 3.43 3.93
C -3.04 -0.49 5.42
C 7.48 1.74 -2.07
C -1.39 5.46 -2.28
C 3.05 -2.40 0.45
C -2.52 3.86 1.06
C 2.80 1.18 3.99
C 6.54 0.81 0.39
C -3.21 -3.24 2.38
C -4.24 -5.91 -1.71
C 1.69 -2.65 2.39
C -2.58 0.57 -4.97
C -3.33 -5.21 -0.94
C -3.90 2.10 -6.29
C 2.65 -2.05 3.18
C -4.60 -5.12 2.94
C 0.03 0.15 0.29
C 1.86 -2.82 1.02
C 4.23 -3.53 -3.45
C -1.90 -1.16 5.83
C -2.74 3.13 3.33
C -0.09 3.90 -4.20
C -1.89 0.20 3.43
C -0.76 -1.21 5.04
C 8.21 0.78 -1.36
H 4.97 2.33 0.08
H -5.41 -5.82 -3.54
H 2.53 -2.04 4.25
H 4.57 3.19 6.06
H -6.07 -3.19 0.59
H -4.72 3.17 4.16
H -4.62 -6.87 -1.40
H -2.42 1.04 -2.87
H -2.68 -2.60 -2.95
H 0.42 3.35 -4.97
H 2.09 0.37 3.97
H -0.02 0.74 -1.83
H -3.92 0.68 3.83
H -1.96 4.02 0.16
H -4.72 -6.03 3.52
H 5.13 4.25 3.83
H 4.56 -1.09 3.19
H 3.25 -2.62 -0.59
H 5.83 3.06 -2.02
H -3.02 0.30 -7.06
H 3.78 0.18 -2.84
H 0.17 -0.40 3.30
H 0.81 -3.12 2.82
H -2.03 -0.36 -4.89
H 6.01 -0.84 -2.35
H -1.92 0.70 2.47
H 6.24 0.57 1.40
H -2.30 2.87 4.29
H -5.76 3.80 2.11
H -4.26 2.34 -7.28
H 4.93 -1.54 0.68
H -0.34 1.02 0.83
H -4.81 3.71 -5.21
H 1.01 -0.59 -1.34
H -3.11 -5.54 0.07
H -2.60 6.11 -3.91
H -1.92 -1.72 6.76
H 2.25 -3.48 -4.27
H 3.96 3.47 1.82
H 7.94 2.22 -2.91
H -1.95 6.02 -1.54
H -0.01 4.62 -0.88
H 0.71 -0.38 0.97
H 0.01 -1.89 5.34
H -4.10 -1.81 1.00
H -4.39 4.31 0.05
H 4.30 -4.61 -3.45
H 2.73 1.40 1.84
H -2.01 -3.53 -0.79
H 1.05 3.12 -2.59
H 6.16 -3.35 -2.53
H -2.29 -2.67 2.52
H -6.47 -5.24 2.06
H 8.26 -0.47 0.38
*
```

Output
SMILES: O=[N+]([O-])c1ccccc1.O=[N+]([O-])c1ccccc1.O=[N+]([O-])c1ccccc1.O=[N+]([O-])c1ccccc1.O=[N+]([O-])c1ccccc1.O=[N+]([O-])c1ccccc1.O=[N+]([O-])c1ccccc1.O=[N+]([O-])c1ccccc1.O=[N+]([O-])c1ccccc1.O=[N+]([O-])c1ccccc1.BrCCBr
E_tot: -9594.48175 hartree
Highest occupied orbital energy: -9.90 eV
Gap between HOMO and LUMO: 8.76 eV